The following is a quantum chemistry calculation of C5H7N as an isolated structure at a distorted geometry, from the OMol25 dataset.

```
13
Properties=species:S:1:pos:R:3:lowdin_charge:R:1
H -0.344 -1.691 -1.024 0.1179
N -0.974 -0.351 0.702 0.0291
C 0.736 1.633 -0.161 0.0400
H 2.407 -0.759 -0.249 0.1152
H 1.647 2.129 0.140 0.0492
C -2.080 -0.129 0.095 -0.0824
C 0.608 0.301 -0.025 -0.4145
H 1.585 -1.278 1.325 0.1044
C 1.492 -0.846 0.331 -0.0573
H -0.121 2.239 -0.426 0.0477
C 0.218 -1.029 -0.395 -0.0987
H -2.174 -0.088 -0.996 0.0778
H -3.000 -0.128 0.683 0.0716
```

Values from the calculation:
E_LUMO, eV: 0.5
E_HOMO, eV: -7.695
Electronic energy, eV: -6782.367

=====

The following is a quantum chemistry calculation of a 10-piece molecular cluster, C2H23O10 overall at a distorted geometry, from the OMol25 dataset.

```
35
Properties=species:S:1:pos:R:3:lowdin_charge:R:1
H 0.512 0.589 -2.132 -0.0044
H -1.720 2.917 0.832 -0.0320
H -2.507 -1.609 3.284 0.0368
H -1.893 0.297 -0.212 0.0181
O 0.446 -1.632 3.000 -0.0626
C 0.788 1.070 0.568 -0.3799
O 0.422 0.491 -3.116 -0.0792
H 0.308 2.080 0.948 0.1328
H 0.945 1.206 -3.452 0.0070
C 2.182 1.214 0.004 -0.0977
O 0.716 -2.019 -0.592 -0.0480
O -1.067 2.762 -1.300 -0.0865
O -2.201 -1.538 2.378 -0.0510
H 2.911 1.132 0.810 0.0603
H -1.997 -1.292 -1.498 -0.0676
O -0.033 0.573 -0.444 -0.3838
H 2.454 0.321 -0.619 0.0751
H -0.599 1.993 -0.902 -0.0413
H -2.944 2.258 0.355 -0.0105
O -2.575 2.668 1.109 -0.0395
O -1.859 -1.816 -2.221 -0.0170
H -0.548 2.884 -2.090 0.0121
H 2.412 2.107 -0.550 0.0592
O 3.206 -2.315 0.721 -0.0873
H 1.009 -1.038 2.529 0.0009
H 3.875 -2.259 0.048 0.0119
H -2.662 -0.436 0.726 -0.0080
H 0.586 -1.073 -0.529 -0.0252
H -1.245 -1.403 -2.798 -0.0056
H 0.797 0.330 1.338 0.0601
H -1.246 -1.518 2.451 -0.0185
H 0.968 -2.225 -1.487 0.0443
O -2.810 -0.073 -0.140 -0.0757
H 0.914 -2.528 2.863 0.1146
H 2.454 -2.119 0.118 -0.0120
```

Values from the calculation:
E_LUMO, eV: 2.9
E_HOMO, eV: -5.710
Total charge: -1
Electronic energy, eV: -22924.235

=====

The following is a quantum chemistry calculation of a 20-piece molecular cluster, C80H220N20O20 overall at a distorted geometry, from the OMol25 dataset.

```
340
Properties=species:S:1:pos:R:3:lowdin_charge:R:1
C 11.369 9.904 22.274 -0.0477
H 19.176 13.547 28.695 0.0553
C 13.563 17.502 25.010 -0.4266
H 18.761 13.125 16.010 0.0834
H 20.534 13.592 24.660 0.0689
H 20.900 16.790 29.423 0.0881
H 12.679 11.445 27.295 0.1325
H 20.335 19.914 21.854 0.0916
H 17.791 8.804 26.947 0.1146
O 16.787 14.963 20.887 -0.1851
H 18.754 16.057 29.169 0.1250
H 19.211 15.564 24.981 0.0347
H 22.139 12.335 23.677 0.0774
H 10.933 17.644 19.872 0.0053
H 27.055 19.486 21.814 0.0962
H 13.877 13.272 18.443 0.0663
H 20.464 14.421 29.596 0.0509
H 26.081 22.720 24.469 0.0906
H 20.696 23.834 25.507 0.0736
H 21.890 14.814 26.992 0.1197
O 14.645 16.961 15.844 -0.2043
O 19.293 10.214 26.651 -0.1874
C 15.460 17.987 15.210 -0.1353
H 11.929 8.301 25.984 0.0934
H 19.790 20.406 19.525 0.1041
H 20.420 22.653 20.201 0.0769
H 22.562 11.918 21.993 0.1016
H 13.512 24.286 18.462 0.0677
C 20.828 14.403 25.256 -0.4127
H 13.563 21.908 22.471 0.0820
H 11.114 12.435 21.213 0.1448
H 14.572 15.631 17.386 0.0427
C 12.246 9.144 26.609 -0.1011
H 21.885 18.057 30.280 0.0826
H 23.318 16.386 20.304 0.0788
C 21.715 13.909 26.387 -0.2312
C 25.901 20.662 27.321 -0.1770
H 12.433 18.180 26.719 0.0610
H 12.927 22.259 16.327 0.1148
N 12.794 18.321 24.100 0.0607
H 12.709 10.680 20.760 0.1252
H 27.303 15.338 24.200 0.1326
H 13.346 16.758 27.142 0.1040
H 17.844 10.195 24.279 0.0890
H 12.737 18.843 18.453 0.0858
N 21.063 23.061 24.967 0.0512
N 22.064 20.183 26.207 0.0654
C 21.132 16.316 19.997 -0.4281
C 20.795 19.436 26.266 -0.4297
H 14.343 18.345 19.258 0.0693
H 22.722 19.741 25.576 0.0732
N 14.278 21.245 26.763 0.0400
H 26.669 18.610 28.616 0.0858
H 11.698 12.605 22.919 0.1156
N 18.626 15.743 31.179 0.0346
H 19.073 23.787 20.353 0.0876
H 22.355 20.141 27.181 0.0719
H 21.849 20.127 20.875 0.0955
C 21.748 17.558 29.345 -0.1442
H 20.100 17.542 27.299 0.1081
H 15.762 23.629 13.969 0.0821
H 21.756 17.470 26.742 0.1091
H 15.774 12.397 14.068 0.1053
H 17.341 13.594 16.965 0.0568
C 12.836 20.086 20.966 -0.1716
C 15.264 16.306 16.889 -0.1620
C 15.264 24.511 14.433 -0.1247
H 15.443 20.809 14.115 0.0635
H 13.699 14.778 20.692 0.0530
H 15.364 15.199 27.514 0.0588
O 20.689 12.752 22.266 -0.1949
C 17.264 19.725 18.745 -0.0431
H 9.323 17.655 18.058 0.1101
H 26.964 21.159 24.846 0.0750
H 10.660 12.196 28.009 0.1391
H 16.170 16.943 20.569 0.1294
C 17.054 16.367 20.873 -0.1845
H 19.871 19.321 16.694 0.0717
H 20.378 26.125 21.020 0.0843
H 26.498 19.570 23.527 0.0724
H 15.252 15.094 19.412 0.0830
O 21.378 18.194 21.580 -0.2002
C 15.195 19.930 13.504 -0.0477
H 17.355 13.261 22.033 0.0462
H 10.127 13.565 15.046 0.0903
O 15.223 12.645 17.121 -0.2285
H 10.537 10.028 21.557 0.0800
H 18.827 22.027 23.654 0.0388
H 12.853 17.938 21.429 0.1105
H 19.319 16.218 22.209 0.0623
H 19.600 11.722 25.199 0.0899
C 20.168 19.135 24.979 -0.0605
H 11.372 14.299 26.147 0.0594
H 14.752 14.020 23.459 0.0956
H 16.006 25.114 14.987 0.0940
N 13.475 19.395 15.135 0.0513
C 21.412 19.587 21.739 -0.1314
H 18.259 13.131 23.245 0.0636
N 20.214 15.895 18.939 0.0447
H 16.257 22.164 27.030 0.1468
H 16.156 15.601 16.638 0.1121
H 11.846 14.500 18.100 0.1237
C 14.819 23.129 16.278 -0.2146
O 11.308 10.164 26.351 -0.1785
H 19.018 22.091 21.121 0.0795
H 26.144 17.438 27.438 0.0719
C 26.473 22.060 25.290 -0.0632
H 15.965 19.160 26.478 0.0706
H 15.995 13.473 19.742 0.0719
H 14.575 17.899 25.219 0.1292
C 17.933 12.737 16.591 -0.0758
C 17.101 14.768 29.336 -0.1854
H 22.003 19.736 22.633 0.0663
H 13.867 22.148 26.686 0.0497
C 14.423 21.507 22.002 -0.1007
H 12.341 19.107 24.576 0.0827
H 22.786 14.988 19.362 0.0843
H 21.109 13.198 26.930 0.1049
H 14.556 20.188 12.682 0.0739
H 16.446 18.647 22.165 0.0639
C 25.811 14.816 22.713 -0.0342
C 19.438 21.040 18.651 -0.2372
N 11.125 18.475 20.340 0.0520
H 20.546 23.734 22.379 0.1127
C 16.345 15.410 27.192 -0.0986
H 9.130 11.532 26.177 0.0726
H 12.106 8.753 27.617 0.0851
N 17.694 12.519 22.649 0.0860
H 19.152 18.745 24.938 0.0704
C 17.612 11.146 20.867 -0.0737
H 16.414 15.019 26.179 0.0743
H 22.684 16.594 18.636 0.0733
C 21.306 26.334 21.591 -0.1456
H 14.771 25.019 13.568 0.1003
H 15.328 22.271 15.771 0.1069
N 18.515 16.037 22.821 0.1108
H 16.422 16.492 27.368 0.1006
H 15.599 23.549 16.931 0.1294
H 18.004 20.783 17.028 0.1386
H 14.075 18.140 13.568 0.1169
H 25.681 14.240 25.413 0.0326
H 13.001 20.211 14.688 0.0936
C 21.106 24.441 23.042 -0.1614
H 16.934 11.609 26.249 0.0766
H 10.648 18.381 21.272 0.1032
C 25.408 21.765 26.334 -0.4696
H 15.125 10.886 16.007 0.1304
H 21.058 11.078 26.016 0.0710
H 16.111 10.203 26.702 0.0878
C 26.265 15.564 23.983 -0.3787
H 16.688 10.779 21.355 0.0921
H 16.536 19.094 18.231 0.0497
O 26.888 17.665 22.810 -0.1623
H 26.982 20.774 27.608 0.1385
O 17.292 14.695 27.939 -0.2225
C 16.330 20.039 27.035 -0.0570
H 23.442 22.004 23.956 0.0844
C 9.606 12.498 26.148 -0.0738
C 13.237 18.214 19.237 -0.0422
C 25.903 18.410 27.861 -0.1134
C 17.378 9.776 25.152 -0.4790
H 10.974 18.012 17.425 0.0602
H 20.410 11.333 20.791 0.1499
H 24.986 18.320 28.432 0.0704
H 22.640 16.995 29.033 0.0789
H 21.991 26.787 20.907 0.0802
C 12.567 18.601 20.590 -0.3924
H 11.319 15.674 15.441 0.1165
H 16.189 10.778 17.414 0.1459
H 10.937 12.878 16.418 0.0591
C 19.351 22.738 20.279 -0.0736
H 19.734 17.920 20.504 0.0724
H 25.369 19.131 22.295 0.0911
H 9.841 12.699 25.079 0.0803
C 16.445 10.744 25.794 -0.0665
C 19.468 14.105 29.534 -0.0556
H 17.529 11.085 15.323 0.1332
H 13.123 17.137 19.090 0.0440
C 11.560 14.887 16.104 -0.4247
H 20.878 15.673 20.907 0.1423
H 27.235 22.630 25.721 0.0518
C 12.835 23.730 17.817 -0.0436
H 13.286 9.411 26.529 0.0711
H 15.595 22.519 24.688 0.1291
C 21.735 11.923 22.737 -0.0942
N 19.706 15.204 25.788 0.0992
C 12.495 10.864 21.808 -0.4213
H 19.287 18.213 17.769 0.0449
H 16.331 15.477 29.670 0.1225
C 26.158 17.090 23.929 -0.1730
H 11.086 10.345 23.254 0.0714
C 17.446 18.281 22.321 -0.0418
H 20.134 20.046 26.830 0.1194
C 20.998 18.164 27.158 -0.1353
H 26.114 15.162 21.770 0.0533
H 17.443 21.295 22.810 0.0936
H 11.760 8.860 22.305 0.0885
H 20.854 18.421 24.449 0.0914
H 13.613 13.536 24.745 0.0748
H 14.509 11.210 22.047 0.0158
H 22.422 14.613 23.956 0.0555
H 18.103 10.437 20.219 0.0854
H 20.140 20.066 24.409 0.0633
C 10.842 12.453 26.950 -0.4319
C 21.965 23.606 23.983 -0.4802
H 16.090 19.903 28.083 0.0763
H 21.550 22.372 25.598 0.0672
H 18.766 14.976 31.825 0.0636
H 13.985 20.838 27.668 0.0799
O 22.931 13.337 25.940 -0.2112
O 17.353 21.523 24.910 -0.1654
N 25.154 22.951 27.042 0.0371
O 21.877 25.179 22.075 -0.1984
C 21.695 15.316 24.354 -0.0314
H 12.734 15.630 24.283 0.1074
H 22.738 24.252 24.447 0.1400
H 13.102 13.605 16.380 0.0405
C 17.030 11.943 15.736 -0.4355
N 11.475 13.844 27.081 0.0475
O 10.629 16.104 18.061 -0.2028
H 16.579 16.545 22.935 0.1395
H 13.530 11.639 17.669 0.0941
H 16.690 20.532 19.177 0.0685
H 24.018 14.284 27.527 0.0949
H 12.050 14.416 20.341 0.0700
H 15.279 21.501 22.602 0.0195
C 11.896 11.433 26.502 -0.2331
H 24.788 12.809 26.748 0.0985
C 22.572 16.051 19.570 -0.0458
C 13.690 16.127 24.326 -0.2113
C 18.544 11.634 21.875 -0.4889
H 17.889 16.633 20.259 0.0990
H 25.249 20.724 28.227 0.1224
H 12.220 24.299 17.142 0.0611
C 15.755 21.323 26.512 -0.4238
C 14.245 12.310 18.113 -0.0839
H 17.431 20.102 26.955 0.0794
O 14.621 15.310 25.005 -0.2214
H 21.472 10.908 22.926 0.0664
H 12.662 16.088 17.610 0.0972
N 12.827 14.255 15.622 0.0815
H 25.180 17.440 23.870 0.0975
H 16.899 14.698 18.903 0.0649
H 23.296 12.601 27.813 0.0923
H 16.250 17.496 14.642 0.1278
O 14.156 20.187 21.563 -0.2036
H 24.469 21.423 25.855 0.1034
N 25.524 15.193 25.226 0.0674
H 15.866 18.614 16.014 0.1147
H 17.721 18.675 23.376 0.0991
C 16.201 14.549 19.683 -0.1068
H 14.766 11.834 18.923 0.0732
C 17.420 16.772 22.260 -0.4362
O 14.304 24.043 15.328 -0.1943
N 19.062 19.064 17.258 0.0343
C 18.355 9.212 26.133 -0.1781
H 15.397 13.436 25.017 0.0618
C 23.801 13.271 27.086 -0.1053
C 17.779 21.989 23.660 -0.1160
N 16.551 12.809 14.652 0.0451
H 17.421 12.029 20.246 0.0645
O 18.818 22.217 19.046 -0.1834
H 12.859 20.674 20.064 0.0890
C 18.497 15.218 29.846 -0.4688
H 17.909 16.479 31.434 0.1053
O 21.404 18.586 28.507 -0.2133
H 23.190 23.164 22.465 0.0843
C 10.488 13.793 16.081 -0.0501
H 17.730 19.088 19.550 0.0719
H 12.541 15.106 21.929 0.0767
H 24.696 14.819 22.746 0.0781
C 14.604 13.990 24.563 -0.0977
C 15.991 21.569 25.067 -0.2690
C 12.789 14.418 21.122 -0.0768
N 13.822 10.695 22.524 0.0703
H 26.095 13.804 22.812 0.0541
C 12.783 17.257 26.275 -0.0651
C 13.625 22.604 17.055 -0.4268
H 22.157 16.057 24.990 0.0600
H 21.156 15.821 23.551 0.0569
N 13.889 21.505 17.966 0.0639
H 18.308 12.201 17.452 0.0760
H 15.461 20.822 24.445 0.1185
H 21.196 18.415 19.585 0.1364
H 12.831 18.714 15.424 0.0322
H 16.930 13.746 29.753 0.1346
H 19.511 13.388 30.378 0.0909
H 16.278 13.727 14.900 0.0360
C 11.757 15.432 17.472 -0.1992
H 19.040 14.613 26.268 0.0492
H 11.861 16.714 26.099 0.0673
H 12.465 13.779 27.198 0.0367
H 15.739 9.050 24.113 0.0501
H 18.972 8.392 25.538 0.1558
H 20.385 21.197 18.060 0.1374
H 16.126 19.547 13.135 0.0695
H 13.726 11.065 23.499 0.0678
H 24.560 15.448 25.050 0.0548
H 20.478 25.145 23.519 0.1073
C 26.446 18.953 22.580 -0.1580
C 11.994 12.275 21.913 -0.1939
C 22.752 22.571 23.267 -0.0486
H 15.641 17.049 17.625 0.0768
H 8.974 13.376 26.540 0.1140
H 9.807 17.065 16.461 0.0947
O 25.764 19.329 26.766 -0.2053
O 13.138 13.064 21.477 -0.2212
H 26.529 17.446 24.857 0.1004
H 9.548 13.965 16.643 0.0882
H 12.062 20.454 21.604 0.1082
H 13.958 16.260 23.302 0.0928
H 19.880 14.931 19.053 0.0704
H 13.970 20.661 17.419 0.0411
C 19.832 12.153 21.330 -0.2084
H 17.046 8.119 24.027 0.0578
C 15.845 11.513 16.585 -0.2341
H 18.847 10.724 22.474 0.1417
H 17.336 22.936 23.364 0.0915
H 20.973 27.041 22.379 0.0945
H 12.153 23.194 18.542 0.0840
H 22.090 21.846 22.765 0.0549
H 25.398 23.863 26.626 0.0952
H 20.250 10.030 24.787 0.1047
C 10.202 17.270 17.482 -0.1474
H 20.505 15.966 17.975 0.0727
H 12.388 11.751 25.591 0.0929
H 13.501 18.801 23.511 0.0670
H 19.644 12.930 20.556 0.1243
H 18.360 15.066 22.667 0.0395
H 18.082 18.823 21.614 0.0476
H 13.598 14.888 15.619 0.0254
N 16.490 8.649 24.682 0.0478
H 15.585 11.013 25.097 0.0802
C 14.536 18.778 14.267 -0.3818
H 24.255 22.999 27.437 0.0557
C 18.393 20.210 17.884 -0.4253
H 14.683 21.676 18.560 0.0621
C 20.769 17.728 20.382 -0.2165
C 20.090 10.806 25.630 -0.1127
H 14.599 22.200 21.186 0.0859
```

Values from the calculation:
E_LUMO, eV: 0.5
E_HOMO, eV: -8.668
Electronic energy, eV: -157265.788

=====

The following is a quantum chemistry calculation of a 2-piece molecular cluster, C3H13N2O overall at a distorted geometry, from the OMol25 dataset.

```
19
Properties=species:S:1:pos:R:3:lowdin_charge:R:1
H -2.744 -2.100 -0.327 0.0833
H 0.424 -1.717 0.235 0.0978
H -3.105 -1.926 -1.778 0.0489
C 0.543 -0.145 -1.044 -0.0918
H -0.139 1.750 -0.088 0.1462
O -2.674 -1.436 -1.072 -0.0709
H -0.821 1.478 -1.545 0.1627
C 0.929 0.098 1.541 -0.2765
H -0.186 -0.702 -1.602 0.0960
N -0.470 0.974 -0.734 0.1380
H 2.330 1.507 1.060 0.1214
H 1.619 -0.444 2.249 0.1198
N 1.293 1.470 1.256 -0.0509
H 1.063 2.146 2.057 0.1317
H 1.366 0.357 -1.578 0.1325
H -0.175 -0.076 1.905 0.1429
H 2.084 -1.035 0.203 0.0761
H -1.354 0.640 -0.443 0.1103
C 1.072 -0.870 0.267 -0.1176
```

Values from the calculation:
E_LUMO, eV: -3.0
E_HOMO, eV: -13.819
Total charge: +1
Electronic energy, eV: -8342.448